(1)
ORCA calculation (the ωB97M-V functional and the def2-TZVPD basis) on a molecular structure, C42H103F6N8O18S2V2.

Geometry as XYZ:
```
181
Properties=species:S:1:pos:R:3
V 0.71 3.08 0.95
V 4.74 0.80 1.67
C 5.14 1.51 -2.45
F 6.00 1.41 -3.45
F 4.14 2.31 -2.75
F 4.61 0.31 -2.21
S 6.05 2.38 -0.91
O 7.20 3.12 -1.32
O 5.02 3.25 -0.25
N 6.28 1.01 0.29
S 7.48 0.25 -0.34
O 7.75 -1.09 0.19
O 7.54 0.25 -1.79
C 9.08 1.21 0.29
F 9.98 0.35 0.67
F 9.75 1.88 -0.58
F 8.81 1.98 1.34
O 2.51 1.48 1.14
C 2.21 0.75 -0.05
C 0.79 0.58 -0.71
O -0.17 1.61 -0.44
H 2.90 -0.10 -0.02
H 2.87 1.16 -0.82
H 0.48 -0.44 -0.49
H 0.86 0.54 -1.80
C -1.76 -1.51 2.38
O -2.65 -2.68 2.38
C -3.51 -2.93 1.32
C -4.04 -4.32 1.45
N -4.96 -4.52 2.55
C -5.88 -5.71 2.50
C -6.67 -5.91 3.77
O -6.90 -7.32 3.67
C -7.53 -7.89 4.82
H -1.19 -1.62 3.30
H -2.37 -0.62 2.53
H -1.09 -1.54 1.51
H -3.14 -2.76 0.31
H -4.31 -2.30 1.72
H -3.21 -5.02 1.57
H -4.61 -4.57 0.55
H -4.39 -4.66 3.37
H -5.19 -6.52 2.26
H -6.49 -5.50 1.62
H -7.64 -5.40 3.72
H -6.18 -5.70 4.72
H -6.94 -7.80 5.73
H -7.85 -8.89 4.53
H -8.49 -7.39 4.96
C -5.46 5.60 -0.92
O -4.05 5.08 -1.06
C -3.26 5.33 0.02
C -1.91 4.54 -0.13
N -1.10 4.26 1.13
C -1.97 3.46 2.04
C -1.37 2.74 3.25
O -0.04 2.23 2.93
C 0.53 1.53 4.06
H -6.10 5.40 -1.78
H -5.50 6.64 -0.58
H -5.91 4.94 -0.18
H -3.72 5.00 0.95
H -3.05 6.40 -0.02
H -1.23 5.09 -0.78
H -1.98 3.57 -0.63
H -1.07 5.08 1.71
H -2.51 2.68 1.51
H -2.68 4.15 2.49
H -1.99 1.90 3.56
H -1.40 3.49 4.04
H -0.14 0.71 4.34
H 0.52 2.16 4.95
H 1.54 1.21 3.80
C 6.11 -4.42 -4.19
O 4.89 -4.18 -4.85
C 3.60 -4.28 -4.23
C 3.29 -3.10 -3.32
N 1.95 -3.23 -2.64
C 1.79 -4.19 -1.51
C 0.36 -4.07 -0.96
O 0.31 -4.64 0.36
C 1.01 -4.03 1.34
H 6.07 -5.42 -3.78
H 6.25 -3.70 -3.39
H 6.94 -4.42 -4.89
H 3.61 -5.19 -3.64
H 2.90 -4.41 -5.06
H 3.21 -2.24 -3.99
H 4.13 -2.91 -2.65
H 1.33 -2.43 -2.58
H 2.53 -4.00 -0.73
H 2.00 -5.24 -1.69
H -0.25 -4.77 -1.53
H -0.05 -3.07 -1.01
H 2.08 -4.19 1.29
H 0.80 -4.29 2.38
H 0.97 -2.94 1.42
C 5.00 6.61 4.26
O 4.26 5.50 3.63
C 2.94 5.45 4.10
C 2.07 4.41 3.39
N 1.59 4.80 2.07
C 2.59 5.39 1.16
C 2.02 5.51 -0.20
O 1.65 4.23 -0.71
C 1.65 4.16 -2.15
H 4.97 6.49 5.34
H 4.65 7.59 3.94
H 6.04 6.61 3.91
H 2.39 6.38 4.22
H 3.01 5.12 5.14
H 1.18 4.15 3.95
H 2.66 3.49 3.38
H 0.91 5.50 2.35
H 3.44 4.73 0.99
H 2.97 6.36 1.48
H 2.79 5.84 -0.90
H 1.29 6.30 -0.08
H 2.63 3.99 -2.59
H 0.98 4.91 -2.57
H 1.07 3.24 -2.23
C -2.32 -1.71 -2.33
C -2.20 -2.40 -3.69
C -3.33 -3.38 -4.00
O -3.48 -4.52 -3.16
C -4.60 -5.31 -3.15
N -2.12 -1.38 -4.72
H -2.41 -2.43 -1.53
H -3.21 -1.08 -2.32
H -1.49 -1.07 -2.01
H -1.23 -2.89 -3.74
H -3.15 -3.86 -4.96
H -4.30 -2.87 -3.94
H -5.39 -5.07 -3.87
H -4.95 -5.21 -2.13
H -4.38 -6.35 -3.39
H -3.03 -0.94 -4.73
H -1.50 -0.67 -4.37
C 2.75 -1.76 4.76
C 3.84 -1.33 3.80
C 3.67 -2.03 2.41
O 4.66 -1.60 1.49
C 4.79 -2.50 0.43
N 3.71 0.05 3.66
H 1.76 -1.33 4.65
H 3.06 -1.54 5.78
H 2.59 -2.83 4.65
H 4.78 -1.57 4.30
H 2.67 -1.86 1.99
H 3.73 -3.11 2.50
H 4.02 -2.32 -0.33
H 4.83 -3.56 0.67
H 5.74 -2.23 -0.03
H 3.99 0.38 4.58
H 2.81 0.48 3.56
C -2.00 3.93 -3.68
C -2.22 2.45 -3.69
C -3.70 1.96 -3.92
O -3.80 0.57 -3.99
C -5.03 0.02 -4.54
N -1.59 2.00 -4.90
H -2.28 4.42 -4.62
H -0.92 3.93 -3.63
H -2.54 4.40 -2.86
H -1.60 1.97 -2.93
H -4.17 2.33 -4.83
H -4.22 2.46 -3.10
H -5.65 -0.26 -3.69
H -4.82 -0.93 -5.02
H -5.74 0.60 -5.14
H -2.00 1.22 -5.39
H -0.63 1.79 -4.67
C -5.29 0.33 0.40
C -4.20 0.93 -0.38
O -2.94 0.61 0.22
H -5.43 0.78 1.38
H -5.07 -0.73 0.46
H -6.25 0.45 -0.11
H -4.23 2.02 -0.48
H -4.27 0.67 -1.44
H -2.21 0.81 -0.37
```

Calculated total energy: -6737.42296 Ha
Orbital gap (spin up / spin down): 4.02 / 6.90 eV
Multiplicity: 8
E_HOMO (spin up / spin down): -4.724 / -7.651 eV

(2)
ORCA calculation (the ωB97M-V functional and the def2-TZVPD basis) on a molecular structure, C42H105F6MnN7O14P.

Geometry as XYZ:
```
176
Properties=species:S:1:pos:R:3
Mn 3.27 -0.12 3.18
P 0.84 0.62 0.40
F 1.81 0.36 -0.88
F 2.12 0.28 1.36
F 1.38 2.13 0.57
F 0.08 0.91 1.82
F -0.41 1.00 -0.50
F 0.51 -1.00 0.41
C -3.17 -0.83 -0.32
O -3.93 -1.66 -1.26
C -4.04 -1.12 -2.54
C -4.93 -1.91 -3.50
N -6.35 -1.54 -3.41
C -6.86 -1.79 -2.06
C -8.38 -1.57 -1.99
O -8.91 -2.32 -3.09
C -10.29 -1.94 -3.33
H -2.12 -1.11 -0.40
H -3.35 -1.15 0.70
H -3.46 0.21 -0.46
H -3.04 -1.17 -2.96
H -4.34 -0.08 -2.46
H -4.74 -2.98 -3.40
H -4.53 -1.72 -4.50
H -6.94 -2.06 -4.04
H -6.42 -1.11 -1.33
H -6.73 -2.84 -1.78
H -8.47 -0.50 -2.13
H -8.90 -1.80 -1.06
H -10.81 -2.58 -4.04
H -10.46 -0.91 -3.67
H -10.92 -1.87 -2.44
C 5.15 4.94 -2.96
O 6.01 3.95 -3.51
C 6.26 2.79 -2.77
C 4.98 1.95 -2.68
N 4.56 1.49 -4.00
C 3.22 0.89 -4.02
C 2.78 0.63 -5.42
O 2.47 1.87 -6.07
C 1.89 1.74 -7.37
H 5.41 5.04 -1.91
H 4.09 4.70 -3.03
H 5.20 5.84 -3.57
H 6.59 3.10 -1.78
H 7.04 2.18 -3.23
H 4.21 2.52 -2.15
H 5.21 1.02 -2.15
H 4.56 2.37 -4.49
H 2.47 1.59 -3.65
H 3.25 -0.01 -3.40
H 1.90 -0.01 -5.31
H 3.59 0.12 -5.95
H 2.50 1.22 -8.10
H 1.67 2.72 -7.79
H 0.94 1.22 -7.36
C -8.50 -1.00 2.11
O -7.41 -1.40 2.89
C -6.20 -1.73 2.27
C -5.00 -2.11 3.19
N -4.80 -1.00 4.17
C -3.88 -1.35 5.27
C -2.35 -1.49 4.85
O -1.57 -0.25 4.77
C -2.08 0.77 3.95
H -8.83 -1.74 1.39
H -8.23 -0.11 1.54
H -9.38 -0.73 2.69
H -5.89 -1.00 1.52
H -6.44 -2.62 1.69
H -4.12 -2.32 2.58
H -5.26 -3.00 3.76
H -5.68 -0.59 4.44
H -4.18 -2.28 5.74
H -3.91 -0.54 6.00
H -2.17 -2.16 4.00
H -1.87 -1.92 5.73
H -3.05 1.15 4.26
H -2.13 0.42 2.91
H -1.35 1.57 4.02
C -0.15 5.63 3.52
O -0.66 5.61 2.14
C -1.00 4.27 1.81
C -1.41 4.01 0.35
N -2.55 4.89 0.06
C -3.10 4.76 -1.30
C -3.70 6.01 -1.82
O -2.72 7.00 -1.87
C -3.10 8.28 -2.36
H 0.61 4.91 3.82
H -0.94 5.57 4.27
H 0.30 6.62 3.64
H -1.82 3.87 2.41
H -0.14 3.65 2.06
H -1.56 2.94 0.17
H -0.59 4.35 -0.29
H -2.25 5.84 0.21
H -3.87 3.99 -1.42
H -2.32 4.56 -2.03
H -4.51 6.34 -1.17
H -3.95 5.82 -2.87
H -2.21 8.90 -2.29
H -3.84 8.72 -1.69
H -3.35 8.18 -3.41
C -1.35 -4.53 -2.33
O 0.00 -4.22 -2.22
C 0.35 -2.99 -2.91
C 1.74 -2.60 -2.46
N 2.68 -3.62 -2.90
C 2.96 -3.46 -4.32
C 3.80 -4.65 -4.80
O 3.08 -5.85 -5.02
C 3.90 -6.98 -5.30
H -1.63 -4.65 -3.37
H -2.09 -3.84 -1.90
H -1.57 -5.53 -1.97
H -0.29 -2.16 -2.63
H 0.29 -3.01 -4.00
H 1.83 -2.33 -1.40
H 1.97 -1.64 -2.92
H 2.40 -4.56 -2.69
H 3.51 -2.57 -4.63
H 2.05 -3.38 -4.91
H 4.61 -4.84 -4.10
H 4.19 -4.40 -5.78
H 3.31 -7.88 -5.49
H 4.54 -7.25 -4.47
H 4.61 -6.86 -6.12
C 3.37 3.14 3.38
O 3.00 1.86 3.76
C 2.21 1.84 4.98
C 1.75 0.48 5.48
N 1.47 -0.34 4.23
C 1.10 -1.69 4.58
C 0.59 -2.43 3.36
O 1.65 -2.92 2.50
C 1.21 -3.81 1.57
H 2.51 3.72 3.05
H 4.12 3.19 2.59
H 3.82 3.60 4.26
H 1.23 2.24 4.71
H 2.67 2.43 5.78
H 0.85 0.61 6.09
H 2.55 0.05 6.09
H 0.59 0.05 3.92
H 0.27 -1.70 5.28
H 1.87 -2.22 5.15
H -0.01 -1.74 2.77
H 0.04 -3.28 3.76
H 1.98 -4.30 0.97
H 0.58 -3.45 0.76
H 0.69 -4.66 2.03
C 4.18 -2.16 0.82
O 4.09 -1.73 2.17
C 4.93 -2.59 3.04
C 5.07 -1.97 4.45
N 4.85 -0.49 4.51
C 6.02 0.30 4.16
C 6.21 0.47 2.64
O 4.90 0.87 2.13
C 4.89 1.29 0.77
H 3.62 -1.57 0.10
H 4.00 -3.21 0.57
H 5.20 -2.04 0.45
H 5.93 -2.62 2.60
H 4.51 -3.60 3.06
H 6.02 -2.25 4.90
H 4.35 -2.51 5.06
H 4.93 -0.30 5.49
H 6.91 -0.24 4.48
H 5.99 1.32 4.55
H 6.57 -0.41 2.10
H 6.91 1.27 2.42
H 5.79 1.86 0.53
H 4.03 1.95 0.64
H 4.75 0.50 0.03
```

Calculated total energy: -5190.73619 Ha
Charge: +2
Orbital gap (spin up / spin down): 7.17 / 1.99 eV
Multiplicity: 7
E_HOMO (spin up / spin down): -11.461 / -11.459 eV